Here is C3H2I2 as an isolated structure from the OMol25 dataset. Energies are from ωB97M-V/def2-TZVPD.

The max |F| is 0.2368 Eh/bohr. For the total energy, the calculation gives -710.75716 a.u. For the energy relative to the best compared isomer or geometry (same formula, charge and spin), the calculation gives 32.48 kcal per mole. As for the LUMO energy: -0.0224 Ha.

```
7
Properties=species:S:1:pos:R:3:forces:R:3
C 0.621311 -0.101329 -0.144600 0.52 1.23 2.35
C 1.704395 0.045730 -0.720818 -3.50 -0.84 1.13
C -0.730234 0.045016 0.727838 3.45 -0.80 -11.65
I -1.439325 1.905366 -0.013106 -0.63 -0.01 0.14
I -1.634185 -1.846592 0.018827 -0.42 0.60 0.24
H -0.912677 0.009541 1.645973 -0.08 -0.29 7.90
H 2.390713 -0.057732 -1.514111 0.66 0.11 -0.11
```
Positions in Å, forces in eV/Å.


Here is a 2-piece molecular cluster, C11H14N2O overall from the OMol25 dataset. Energies are from ωB97M-V/def2-TZVPD.

The max |F| is 0.0290 Eh/bohr. For the total energy, the calculation gives -612.28772 a.u. For the energy relative to the best compared isomer or geometry (same formula, charge and spin), the calculation gives 39.55 kcal per mole. The SMILES is Cc1ccc(O)cc1.Cc1c[nH]cn1. As for the LUMO energy: 0.0260 Ha.

```
28
Properties=species:S:1:pos:R:3:forces:R:3
C 4.458938 1.820152 -1.666482 -0.53 0.12 0.61
C 0.718986 1.145657 0.396360 0.48 -0.47 1.33
C 0.730571 1.759525 -0.833635 0.19 0.18 0.40
C 1.919712 0.731002 0.998595 -0.53 0.61 -0.34
C 1.968570 1.984233 -1.440674 -0.70 0.50 -0.44
C 3.106418 1.019579 0.375560 1.19 0.44 -0.22
C 3.181981 1.626839 -0.885112 -0.90 -0.43 -0.10
O -0.375949 1.044406 1.245927 -0.45 -0.35 -0.87
H -1.119487 0.641932 0.767738 0.31 0.47 0.36
H -0.175316 2.182127 -1.250100 0.00 -0.10 -0.07
H 1.864989 0.301679 1.988987 0.09 -0.01 0.00
H 1.913802 2.593127 -2.335653 0.33 -0.26 -0.30
H 4.057918 0.931188 0.889604 -0.07 -0.63 0.15
H 4.191359 1.954993 -2.711708 0.28 -0.04 -0.07
H 5.100862 0.952983 -1.534783 0.14 0.02 -0.17
H 4.974428 2.706052 -1.308952 0.29 0.13 -0.07
C -2.047809 -2.207889 2.238626 -0.41 0.16 -0.54
C -2.708793 -1.205398 -0.039640 -0.18 1.34 0.56
C -2.835032 -2.100031 0.970051 0.56 -1.10 -0.59
C -4.365679 -2.547161 -0.456538 0.21 -0.08 -0.75
N -3.733110 -1.427102 -0.920852 -0.83 -0.93 -0.30
N -3.822434 -3.005860 0.621510 -0.15 -0.08 0.96
H -2.040403 -0.375857 -0.134879 -0.05 0.10 -0.31
H -4.235292 -0.820844 -1.552417 0.77 0.22 -0.08
H -1.573798 -1.242379 2.383606 0.08 0.06 0.49
H -1.271714 -2.971987 2.255928 -0.13 -0.13 -0.22
H -5.096991 -3.056141 -1.065644 -0.28 0.12 0.22
H -2.786727 -2.434825 3.004577 0.27 0.14 0.36
```
Positions in Å, forces in eV/Å.


What did the second record say?
Here is a 2-piece molecular cluster, C11H14N2O overall from the OMol25 dataset. Energies are from ωB97M-V/def2-TZVPD.

The max |F| is 0.0290 Eh/bohr. For the total energy, the calculation gives -612.28772 a.u. For the energy relative to the best compared isomer or geometry (same formula, charge and spin), the calculation gives 39.55 kcal per mole. The SMILES is Cc1ccc(O)cc1.Cc1c[nH]cn1. As for the LUMO energy: 0.0260 Ha.

```
28
Properties=species:S:1:pos:R:3:forces:R:3
C 4.458938 1.820152 -1.666482 -0.53 0.12 0.61
C 0.718986 1.145657 0.396360 0.48 -0.47 1.33
C 0.730571 1.759525 -0.833635 0.19 0.18 0.40
C 1.919712 0.731002 0.998595 -0.53 0.61 -0.34
C 1.968570 1.984233 -1.440674 -0.70 0.50 -0.44
C 3.106418 1.019579 0.375560 1.19 0.44 -0.22
C 3.181981 1.626839 -0.885112 -0.90 -0.43 -0.10
O -0.375949 1.044406 1.245927 -0.45 -0.35 -0.87
H -1.119487 0.641932 0.767738 0.31 0.47 0.36
H -0.175316 2.182127 -1.250100 0.00 -0.10 -0.07
H 1.864989 0.301679 1.988987 0.09 -0.01 0.00
H 1.913802 2.593127 -2.335653 0.33 -0.26 -0.30
H 4.057918 0.931188 0.889604 -0.07 -0.63 0.15
H 4.191359 1.954993 -2.711708 0.28 -0.04 -0.07
H 5.100862 0.952983 -1.534783 0.14 0.02 -0.17
H 4.974428 2.706052 -1.308952 0.29 0.13 -0.07
C -2.047809 -2.207889 2.238626 -0.41 0.16 -0.54
C -2.708793 -1.205398 -0.039640 -0.18 1.34 0.56
C -2.835032 -2.100031 0.970051 0.56 -1.10 -0.59
C -4.365679 -2.547161 -0.456538 0.21 -0.08 -0.75
N -3.733110 -1.427102 -0.920852 -0.83 -0.93 -0.30
N -3.822434 -3.005860 0.621510 -0.15 -0.08 0.96
H -2.040403 -0.375857 -0.134879 -0.05 0.10 -0.31
H -4.235292 -0.820844 -1.552417 0.77 0.22 -0.08
H -1.573798 -1.242379 2.383606 0.08 0.06 0.49
H -1.271714 -2.971987 2.255928 -0.13 -0.13 -0.22
H -5.096991 -3.056141 -1.065644 -0.28 0.12 0.22
H -2.786727 -2.434825 3.004577 0.27 0.14 0.36
```
Positions in Å, forces in eV/Å.


Among the records above, which one has the highest max |F|? C3H2I2